This record from the Open Molecules 2025 dataset describes a molecular structure, C4H10N2O2. The level of theory is ωB97M-V/def2-TZVPD.

Calculated values
* E_HOMO: -8.0 eV
* gap between HOMO and LUMO: 8.826 eV
* energy relative to the best compared isomer or geometry (same formula, charge and spin): 2.353 eV
* multiplicity: 1

Each line ends with the Löwdin charge.
CARTESIAN COORDINATES (ANGSTROEM)
O -0.79527 0.63498 -0.94542  -0.035
H 2.30587 1.22660 0.33042  0.094
N 0.00021 -1.67722 -0.48961  0.047
C 1.41695 -1.56478 -0.87710  -0.167
C -1.22881 0.79149 0.33179  -0.549
H -0.38049 -2.55864 -0.78009  0.112
H -1.72585 2.78766 0.95148  0.113
H 0.79328 0.43418 0.70126  0.021
H -0.40003 -0.48329 -0.89760  0.064
H -0.11072 -1.65535 0.53199  0.109
H -3.03773 1.52545 1.15312  0.084
H 1.63742 -2.16486 -1.78985  0.108
H 3.34401 -0.61798 -0.60260  0.130
C -2.25328 1.89129 0.47721  -0.006
H -2.64582 2.07259 -0.53590  0.082
C 2.23225 -0.64416 -0.34459  -0.206
N 1.79414 0.36603 0.52186  0.054
O -0.87261 0.08614 1.34394  -0.055

This record from the Open Molecules 2025 dataset describes C4H10N2O2 in the gas phase. The level of theory is ωB97M-V/def2-TZVPD.

Calculated values
* E_HOMO: -7.7 eV
* gap between HOMO and LUMO: 8.453 eV
* energy relative to the best compared isomer or geometry (same formula, charge and spin): 7.715 eV
* multiplicity: 1

Each line ends with the Löwdin charge.
CARTESIAN COORDINATES (ANGSTROEM)
O 0.65994 -0.13757 0.12328  -0.102
H 2.06448 -0.70360 -1.68962  0.087
H -2.65007 -2.02617 -0.12001  0.137
H 0.98726 1.59980 1.24243  0.144
C -0.90314 2.16342 -0.17174  -0.136
H 1.83105 -2.54412 -1.34006  0.099
C 0.21946 0.73616 1.24487  -0.084
N -1.73306 -1.41815 0.16482  -0.057
H -1.61886 -0.32621 -0.09318  0.102
H -0.54272 3.21371 0.42366  0.139
H -1.97054 2.33719 -0.66615  0.121
H 2.69089 -1.29368 -0.29495  -0.036
C 0.55254 -1.38958 -0.11520  -0.439
N -0.50805 -2.10986 -0.03075  -0.009
O -1.19284 1.13126 0.81211  -0.251
H 0.21767 0.34413 2.34420  0.163
H -0.12245 1.92136 -0.92113  0.077
C 2.01844 -1.49809 -0.91260  0.045

This record from the Open Molecules 2025 dataset describes a molecular structure, C4H10N2O2. The level of theory is ωB97M-V/def2-TZVPD.

Calculated values
* E_HOMO: -9.3 eV
* gap between HOMO and LUMO: 9.997 eV
* energy relative to the best compared isomer or geometry (same formula, charge and spin): 10.286 eV
* multiplicity: 1

Each line ends with the Löwdin charge.
CARTESIAN COORDINATES (ANGSTROEM)
O -1.25140 -0.92759 -0.72594  -0.172
O 2.37929 -1.37738 0.31504  -0.145
H 2.92136 0.69588 -0.18689  0.147
H -0.96498 2.54414 -1.20691  0.140
C 0.90737 0.39382 -0.23226  -0.404
H 0.66108 -1.45190 -0.33247  0.080
H -3.01556 -1.51178 -0.40408  0.063
N 0.03395 -0.73639 -0.08776  0.062
H 2.64435 -0.34820 -1.49496  0.129
H -2.52808 -0.28096 0.79490  0.068
H 2.45928 -1.01996 1.33313  0.184
H -0.73140 2.86291 1.16363  0.138
C -2.20325 -1.16558 0.15695  -0.234
H -1.96797 -2.02962 1.11994  0.166
N 0.71807 1.64786 0.07672  -0.030
H -1.51948 0.78040 0.21243  0.138
C -0.72899 2.06711 0.02684  -0.155
C 2.18638 -0.14275 -0.52832  -0.176

This record from the Open Molecules 2025 dataset describes C4H10N2O2 in the gas phase. The level of theory is ωB97M-V/def2-TZVPD.

Calculated values
* E_HOMO: -8.3 eV
* gap between HOMO and LUMO: 8.672 eV
* energy relative to the best compared isomer or geometry (same formula, charge and spin): 4.796 eV
* multiplicity: 1

Each line ends with the Löwdin charge.
CARTESIAN COORDINATES (ANGSTROEM)
C 2.14850 0.72317 -0.25693  -0.066
H 1.89561 -2.05616 0.11485  0.089
N -1.64162 -0.74937 -0.72895  0.012
C -1.45975 0.76860 -0.25508  -0.512
H 2.00405 1.62839 -0.84277  0.082
H -2.18007 1.10045 1.58592  0.086
H 3.05090 0.21975 -0.61046  0.087
N -2.46745 1.22902 0.62354  0.085
H 0.76694 -0.42892 -1.45474  0.128
H -3.35854 0.76766 0.46171  0.074
O -2.60614 -1.31066 -0.29997  0.001
H 0.15319 -2.07259 0.31677  0.065
H 1.15849 -1.19448 1.48448  0.088
H 2.26592 1.01148 0.78488  0.085
H -1.50677 1.27410 -1.24413  0.144
O -0.23370 0.74973 0.29210  -0.096
C 0.96894 -0.20528 -0.40588  -0.285
C 1.04150 -1.45488 0.43465  -0.065

This record from the Open Molecules 2025 dataset describes 3 unconnected molecules or ions with the total composition C4H10N2O2. The level of theory is ωB97M-V/def2-TZVPD.

Calculated values
* E_HOMO: -8.8 eV
* gap between HOMO and LUMO: 9.610 eV
* energy relative to the best compared isomer or geometry (same formula, charge and spin): 1.306 eV
* multiplicity: 1

Each line ends with the Löwdin charge.
CARTESIAN COORDINATES (ANGSTROEM)
H -2.47629 0.44394 -0.10615  0.014
H -1.34417 -1.14783 1.59811  0.147
N -0.47534 -1.10630 1.08214  0.054
H -3.61237 -0.45011 -0.58755  0.035
C 2.54136 0.61644 0.01453  -0.048
C 0.54779 -0.24541 1.34095  -0.071
H -0.22032 0.85318 -1.01251  0.009
N 0.78754 -1.06955 -0.72449  0.074
H 3.09146 0.72800 0.94665  0.076
H 0.50430 0.45339 2.16002  0.122
H -0.69506 1.84318 -2.01763  0.027
C 1.36992 -0.27319 0.23064  -0.382
H -0.89748 -2.33562 -0.64619  0.121
O -3.31880 0.01490 0.20417  -0.086
C -0.30074 -1.57796 -0.16731  -0.208
H 2.23371 1.59796 -0.35624  0.075
O -0.97793 1.42113 -1.23209  -0.034
H 3.24242 0.23388 -0.72705  0.076

This record from the Open Molecules 2025 dataset describes a molecular structure, C4H10N2O2. The level of theory is ωB97M-V/def2-TZVPD.

Calculated values
* E_HOMO: -8.9 eV
* gap between HOMO and LUMO: 9.458 eV
* energy relative to the best compared isomer or geometry (same formula, charge and spin): 4.934 eV
* multiplicity: 1

Each line ends with the Löwdin charge.
CARTESIAN COORDINATES (ANGSTROEM)
H -0.90234 1.07484 -0.58831  0.140
H 0.90647 -0.75844 -1.89117  0.061
O 1.88474 0.76868 0.80203  0.034
C -0.70293 1.26643 1.57665  -0.048
C -0.48138 0.53347 0.26584  -0.314
H -1.27938 -0.98471 -1.65206  0.110
H -2.05519 -2.13353 -0.65046  0.119
H 0.75319 -1.70658 1.37240  0.064
H -0.20393 2.23273 1.53118  0.085
C 1.43679 0.08556 -1.44919  -0.020
H 1.18943 0.98222 -2.01875  0.088
H -0.25722 0.71103 2.39949  0.083
C 1.08908 0.28691 0.01221  -0.497
O 0.59371 -1.61037 0.42461  -0.124
H -1.76657 1.38936 1.77912  0.078
N -1.04123 -0.79452 0.34777  -0.025
N -1.66188 -1.20431 -0.73240  0.076
H 2.49866 -0.13876 -1.52897  0.089

This record from the Open Molecules 2025 dataset describes a molecular structure, C4H10N2O2. The level of theory is ωB97M-V/def2-TZVPD.

Calculated values
* E_HOMO: -7.6 eV
* gap between HOMO and LUMO: 8.209 eV
* energy relative to the best compared isomer or geometry (same formula, charge and spin): 5.403 eV
* multiplicity: 1

Each line ends with the Löwdin charge.
CARTESIAN COORDINATES (ANGSTROEM)
H 1.25815 -2.05768 0.77534  0.090
H 0.29654 0.73888 -0.54636  0.225
H -2.05707 -0.84248 -1.91949  0.085
H 2.62789 0.52102 1.16258  0.086
C -1.17125 0.57544 -0.57816  -0.399
C -0.70304 -0.07979 0.61642  -0.399
N 0.80643 -0.14487 0.35245  -0.271
H -2.48580 1.49276 0.49538  0.096
N 1.26143 -1.44630 -0.04153  0.072
C 1.57398 0.47982 1.43888  -0.047
H 2.22005 -1.35852 -0.36660  0.087
C -1.18680 -0.17984 -1.89467  -0.050
H -0.29545 -0.78757 -2.03819  0.064
H 1.44491 -0.09017 2.36188  0.089
O -1.15349 -0.13972 1.74268  0.086
H -1.28162 0.52340 -2.72252  0.079
O -2.35001 1.30728 -0.44340  0.007
H 1.19514 1.48834 1.60531  0.097

This record from the Open Molecules 2025 dataset describes C4H10N2O2 in the gas phase. The level of theory is ωB97M-V/def2-TZVPD.

Calculated values
* E_HOMO: -7.1 eV
* gap between HOMO and LUMO: 7.620 eV
* energy relative to the best compared isomer or geometry (same formula, charge and spin): 3.372 eV
* multiplicity: 1

Each line ends with the Löwdin charge.
CARTESIAN COORDINATES (ANGSTROEM)
H 1.40230 -1.63022 -2.10263  0.138
H -1.82327 -0.27156 2.14112  0.078
O 1.44653 0.23800 -2.11937  -0.088
H -0.86197 2.48335 0.71636  0.116
H -0.28304 1.54534 2.74225  0.106
O -0.88639 -0.34544 2.34087  -0.088
N 0.31856 1.35418 -0.48480  0.026
H 0.87565 0.52495 1.85288  0.115
C -0.60276 1.42203 0.61280  -0.205
C -0.03549 -0.99888 -0.86523  -0.114
H -0.00645 -2.31546 -2.41697  0.132
H 1.04999 2.03995 -0.59320  0.137
C -0.16081 0.80684 1.94566  -0.239
H -1.60872 1.07076 0.32284  0.123
N 0.57229 -2.05881 -1.64803  0.122
H 0.77054 -2.93466 -1.17985  0.152
C 0.58906 0.19994 -1.18384  -0.578
H -0.75601 -1.13029 -0.08087  0.068

This record from the Open Molecules 2025 dataset describes a molecular structure, C4H10N2O2. The level of theory is ωB97M-V/def2-TZVPD.

Calculated values
* E_HOMO: -8.3 eV
* gap between HOMO and LUMO: 9.005 eV
* energy relative to the best compared isomer or geometry (same formula, charge and spin): 4.431 eV
* multiplicity: 1

Each line ends with the Löwdin charge.
CARTESIAN COORDINATES (ANGSTROEM)
N -1.53640 0.18780 1.70251  0.041
H 2.74602 0.11343 -0.92884  0.089
H 1.30163 0.57085 -1.84702  0.081
H -2.43694 0.65709 1.72600  0.047
H 0.77058 0.25675 1.93156  0.097
C -0.85347 0.50488 0.62835  -0.572
H 1.37970 -1.57305 0.39816  0.144
H -0.88893 -0.67128 -1.35157  0.146
C 1.79223 -0.24307 -1.31396  -0.043
H -1.22977 2.46879 0.37902  0.094
H -1.51361 -1.57939 1.08559  0.069
O 0.81279 0.57529 1.01541  -0.051
O -1.08376 -1.95775 0.27711  -0.045
H -0.51765 1.75716 -0.93970  0.074
H 1.98305 -1.04496 -2.03427  0.101
C -0.51193 -0.85048 -0.34116  -0.311
C 0.94372 -0.79212 -0.21829  -0.079
N -1.15727 1.62006 -0.16892  0.115

This record from the Open Molecules 2025 dataset describes C4H10N2O2S in the gas phase. The level of theory is ωB97M-V/def2-TZVPD.

Calculated values
* E_HOMO: -9.0 eV
* gap between HOMO and LUMO: 9.491 eV
* energy relative to the best compared isomer or geometry (same formula, charge and spin): 3.744 eV
* multiplicity: 1

Each line ends with the Löwdin charge.
CARTESIAN COORDINATES (ANGSTROEM)
C -1.22858 -0.26480 -0.17023  -0.362
H -2.48195 0.50370 1.30177  0.076
O -2.46973 -2.39020 -0.15956  0.059
H -0.88260 -2.05909 0.98353  0.101
H 2.09396 1.69528 0.72039  0.021
H -0.75134 0.74498 1.67196  0.030
N 1.23726 -0.76305 1.73862  -0.296
H 0.33974 -0.41378 -1.71160  0.162
H -1.70097 -0.04417 -1.04449  0.112
C -1.58925 -1.67228 0.27458  -0.214
H 2.56161 1.27226 -0.98685  0.076
C -1.50356 0.75099 0.96129  -0.020
S 1.44024 -0.50820 0.33478  0.623
O 2.30433 -1.63155 -0.57521  -0.244
H -1.73495 1.77366 0.65296  0.085
H 2.63968 -2.22606 0.11323  0.066
C 2.41847 0.97992 0.07357  -0.162
H 3.43933 0.86120 0.35317  0.051
N 0.11739 -0.38404 -0.66471  -0.164

This record from the Open Molecules 2025 dataset describes a molecular structure, C4H10N2O3. The level of theory is ωB97M-V/def2-TZVPD.

Calculated values
* E_HOMO: -9.6 eV
* gap between HOMO and LUMO: 10.329 eV
* energy relative to the best compared isomer or geometry (same formula, charge and spin): 1.702 eV
* multiplicity: 1

Each line ends with the Löwdin charge.
CARTESIAN COORDINATES (ANGSTROEM)
O 1.34728 1.15858 -0.88686  -0.061
C 0.20279 0.53164 -0.48883  -0.601
H 1.14276 -2.53405 1.99093  0.083
H -2.52282 1.41163 -0.19694  0.090
H 0.45017 -3.67220 0.81712  0.085
H -2.05725 3.08193 0.19527  0.085
C -1.76195 2.18225 -0.34309  -0.067
O 0.28763 -0.27785 1.78793  0.057
H 2.17116 -3.22853 0.71964  0.085
N -0.45158 1.74876 0.14436  -0.035
C 1.16996 -2.86140 0.95352  -0.053
H -1.68957 2.40662 -1.40655  0.084
H -0.44743 1.60061 1.15375  0.121
N 0.83945 -1.72589 0.11599  0.037
H -0.22690 0.45199 -2.34320  0.116
O -0.52295 -0.02571 -1.55494  0.039
H 0.87794 -1.81820 -0.88713  0.141
C 0.41244 -0.55029 0.60174  -0.400
H 0.77887 2.12013 -0.37270  0.195

This record from the Open Molecules 2025 dataset describes C4H10N2O3 in the gas phase. The level of theory is ωB97M-V/def2-TZVPD.

Calculated values
* E_HOMO: -8.2 eV
* gap between HOMO and LUMO: 8.798 eV
* energy relative to the best compared isomer or geometry (same formula, charge and spin): 3.549 eV
* multiplicity: 1

Each line ends with the Löwdin charge.
CARTESIAN COORDINATES (ANGSTROEM)
H -2.39749 -1.03504 -0.56833  0.111
H 1.03279 -2.40910 1.84059  0.090
H 0.27802 2.16382 0.73438  0.081
C 0.22665 2.15792 -0.34884  0.012
C 0.19006 -2.09037 1.22601  -0.013
H -0.43475 -0.35074 -2.45579  0.124
N -0.13815 0.56130 -2.13672  0.223
H -0.73527 -2.24417 1.78445  0.082
O -1.45572 -1.10108 -0.76818  -0.050
C -0.16037 0.79788 -0.83696  -0.358
H 1.17975 0.53427 2.20780  0.096
H 1.19335 2.44148 -0.76457  0.097
H 0.17599 -2.67863 0.31077  0.074
N -0.89211 -0.02866 0.00099  0.011
O 1.45200 -0.30155 0.17782  -0.128
H 0.30488 1.20978 -2.76639  0.133
O 0.30695 0.12428 2.13014  -0.016
H -0.53784 2.86953 -0.67810  0.099
C 0.41124 -0.62092 0.91095  -0.670

This record from the Open Molecules 2025 dataset describes C4H10N2O4 in the gas phase. The level of theory is ωB97M-V/def2-TZVPD.

Calculated values
* E_HOMO: -9.4 eV
* gap between HOMO and LUMO: 9.982 eV
* energy relative to the best compared isomer or geometry (same formula, charge and spin): 2.888 eV
* multiplicity: 1

Each line ends with the Löwdin charge.
CARTESIAN COORDINATES (ANGSTROEM)
O -1.96225 1.10247 -1.30748  -0.011
H 0.93152 -1.75220 -1.97290  0.094
H 1.22883 -0.64492 2.51814  0.096
H -2.41408 0.33642 -0.86181  0.102
N 0.38309 -0.53692 0.59828  0.021
H -0.77412 -1.25384 -1.79445  0.080
O 1.69952 0.78663 -1.08045  0.035
H 1.94018 0.57127 1.42421  0.092
H 0.04160 -1.49258 0.52878  0.152
H 0.26080 -0.44915 -2.98229  0.096
H 2.29928 -1.15217 1.18233  0.098
O -0.58293 1.25563 1.86925  0.056
C -0.91557 0.33028 0.87987  -0.667
O -1.98705 -0.30961 0.94466  -0.023
H -1.33064 1.23601 2.48349  0.122
H -0.52821 2.08813 -0.37608  0.157
C 0.23943 -0.90696 -1.99441  0.004
C 0.69712 0.11142 -0.98347  -0.489
N -0.76624 1.11584 -0.57193  0.018
C 1.53973 -0.43576 1.49624  -0.032

This record from the Open Molecules 2025 dataset describes 2 unconnected molecules or ions with the total composition C4H10N2OS. The level of theory is ωB97M-V/def2-TZVPD.

Calculated values
* E_HOMO (alpha / beta): -3.3 / -2.9 eV
* gap between HOMO and LUMO (alpha / beta): 6.645 / 6.211 eV
* energy relative to the best compared isomer or geometry (same formula, charge and spin): 0.000 eV
* charge: -1
* multiplicity: 2

Each line ends with the Löwdin charge.
CARTESIAN COORDINATES (ANGSTROEM)
O 1.48004 -0.76843 1.92490  0.011
C 1.65080 0.63957 -0.01268  -0.214
H 3.52005 1.50583 0.13147  0.057
C -1.63253 -0.95340 -1.30270  -0.110
S -4.14600 0.34810 1.14116  -0.611
H -2.14768 -1.73224 -0.74317  0.061
H 3.21219 0.28624 1.22609  0.049
H -2.36069 -0.56198 -2.01730  0.069
N 3.06930 0.61066 0.27958  -0.011
H -0.71570 0.98146 -0.80535  0.100
H -0.78757 -1.38462 -1.85111  0.063
H 1.45815 0.26637 -1.02222  0.107
H 1.21398 1.64006 0.05254  0.114
C 0.89699 -0.24613 0.97985  -0.496
C -1.22478 0.14188 -0.33544  -0.309
H -2.14214 0.51499 0.15030  -0.090
H -0.93216 -0.90099 1.45055  0.137
N -0.41224 -0.38738 0.75354  0.072